(1)
Formula: C21H16F3N6O3OsS3
Source: the OMol25 dataset
Level of theory: ωB97M-V/def2-TZVPD

Structure (XYZ):
```
53
Properties=species:S:1:pos:R:3:forces:R:3:lowdin_charge:R:1
Os -0.215469 -0.111178 0.268757 1.772 -2.289 0.626 1.09
S 1.846941 1.253197 0.749279 -0.653 0.245 -0.347 0.70
S -2.714338 1.421053 1.422944 -0.207 0.189 0.129 0.59
S -1.056725 -0.884747 -1.823977 -0.072 0.715 0.358 0.66
F 2.244681 3.083068 3.514914 -0.150 0.180 -0.048 0.15
F 4.039180 2.056862 2.904819 0.122 -0.038 -0.104 0.14
F 3.441401 2.053894 4.977612 0.054 -0.022 0.119 0.13
O -3.827455 2.080443 0.812585 0.077 0.181 -0.054 -0.27
O -0.882640 -2.116445 0.689293 -0.858 0.796 -0.030 -0.30
O -2.820567 0.015151 1.721641 -0.010 -0.133 0.003 -0.33
N -1.559881 3.778111 -0.317492 0.069 0.077 -0.013 0.14
N -1.360681 1.566074 0.520377 0.539 -0.738 -0.461 -0.28
N -0.760092 4.170238 6.270400 -0.146 -0.068 -0.032 0.11
N 0.856296 -0.653767 2.088608 -0.845 0.570 -0.094 -0.12
N -0.125795 2.135439 -1.267633 -0.158 0.212 -0.496 -0.01
N -2.057275 -2.385579 0.095592 0.125 -0.249 0.014 -0.21
C -1.681094 4.262313 4.040036 0.019 0.054 0.013 -0.02
C 0.294366 3.003891 -2.173349 -0.096 0.143 0.184 -0.12
C -3.506647 -2.177351 -1.742281 -0.132 -0.127 -0.049 -0.06
C -2.191654 3.626372 2.926923 -0.060 -0.020 0.080 -0.05
C -1.038220 2.554627 -0.378919 -0.145 0.102 0.130 -0.50
C 1.048166 -1.204299 4.382485 0.054 -0.092 -0.032 -0.05
C -2.256260 2.237327 2.903825 0.123 -0.029 0.046 -0.29
C 2.174755 0.729221 3.501506 0.034 -0.039 0.129 -0.11
C -4.161722 -3.440285 0.178931 -0.009 -0.026 0.024 -0.04
C -0.188494 4.301786 -2.209226 0.026 0.022 -0.038 -0.06
C 1.868485 -0.090756 4.564181 0.039 0.077 -0.022 0.01
C -1.123095 4.631799 -1.240363 -0.089 -0.071 0.109 -0.12
C -1.786871 1.486809 3.975687 -0.025 0.129 -0.074 -0.06
C -1.276882 2.128726 5.089177 0.019 -0.032 0.009 -0.03
C -2.292017 -1.879375 -1.128308 0.140 0.224 -0.239 -0.63
C 2.977310 1.983353 3.714152 -0.040 -0.132 0.006 -0.61
C -1.222807 3.524873 5.137422 0.062 0.025 0.060 -0.32
C -2.953781 -3.141977 0.749497 0.033 -0.111 0.134 -0.01
C 1.658154 0.414446 2.230672 0.402 0.165 0.037 -0.69
C -4.444102 -2.950820 -1.095027 0.092 0.046 -0.081 -0.05
C 0.543554 -1.437595 3.126736 -0.066 -0.096 -0.005 -0.11
H -2.643926 -3.470032 1.728853 0.013 0.051 0.018 0.14
H -0.492111 5.134457 6.184382 0.057 -0.019 -0.027 0.09
H -1.825105 0.406731 3.916661 0.017 0.014 0.046 0.10
H -5.393923 -3.164676 -1.565951 0.003 0.028 0.012 0.11
H -2.523980 4.190052 2.064221 0.011 -0.016 0.029 0.10
H 0.797226 -1.859302 5.204314 0.035 -0.001 -0.028 0.11
H -0.110580 -2.269701 2.905302 -0.093 0.105 0.001 0.11
H -0.219125 3.632256 6.923685 0.058 0.026 -0.027 0.09
H 1.033512 2.646488 -2.882989 -0.014 0.001 0.011 0.12
H -3.689937 -1.754834 -2.719478 -0.014 -0.012 0.010 0.11
H -1.540511 5.631668 -1.187591 -0.008 0.003 -0.036 0.11
H -4.876945 -4.030397 0.732458 0.029 -0.003 -0.005 0.11
H -1.614874 5.344553 4.066993 -0.050 -0.032 -0.009 0.11
H 0.144547 5.014184 -2.949376 -0.017 0.011 0.023 0.10
H -0.905097 1.550427 5.928751 -0.048 0.010 -0.014 0.11
H 2.263261 0.143981 5.543437 -0.020 -0.008 0.005 0.13
```
Forces are in eV/Å.

* ⟨S²⟩: 0.755
* Kohn-Sham gap (alpha / beta): 0.25292 / 0.24810 Eh
* 2S+1: 2

=====

(2)
Formula: C4H9NO2
Source: the OMol25 dataset
Level of theory: ωB97M-V/def2-TZVPD

Structure (XYZ):
```
16
Properties=species:S:1:pos:R:3:forces:R:3:lowdin_charge:R:1
O -2.291046 -0.004418 -0.218525 -0.156 -0.143 -0.195 0.01
O 0.376184 -2.231706 0.084900 0.609 -0.124 -0.016 0.03
N -0.971426 -0.412251 -0.026175 -0.249 0.643 0.298 -0.14
C 0.872470 0.594597 1.225625 -0.089 0.057 -0.118 -0.05
C 0.041329 0.638935 -0.054358 0.290 0.113 0.006 -0.37
C -0.717631 -1.731543 -0.005207 -0.990 -0.388 0.018 -0.32
C 0.915249 0.503842 -1.298263 -0.136 0.041 0.089 -0.05
H -1.653937 -2.316163 -0.059297 0.052 0.025 -0.030 0.14
H 1.626706 1.323953 -1.340944 0.088 0.091 -0.026 0.08
H 1.459084 -0.435777 -1.264312 0.070 -0.047 -0.025 0.08
H 1.593236 1.407442 1.222823 0.092 0.103 0.026 0.08
H 0.239173 0.694214 2.104795 -0.041 0.025 0.085 0.08
H 1.405569 -0.349850 1.282869 0.059 -0.041 0.036 0.07
H -2.678423 0.214138 0.644908 0.380 -0.151 -0.065 0.12
H 0.301013 0.524004 -2.195327 -0.023 0.023 -0.102 0.08
H -0.517552 1.580583 -0.103513 0.043 -0.227 0.018 0.14
```
Forces are in eV/Å.

* Kohn-Sham gap: 0.37588 Eh

=====

(3)
Formula: C21H39BrN5O4
Source: the OMol25 dataset
Level of theory: ωB97M-V/def2-TZVPD

Structure (XYZ):
```
70
Properties=species:S:1:pos:R:3:forces:R:3:lowdin_charge:R:1
Br 5.398637 -1.764593 -4.523690 0.162 0.114 -0.404 1.01
O 8.774366 -4.862003 -3.790227 0.041 -0.120 -0.013 0.20
O 7.383463 -4.199464 -5.387944 -1.088 0.367 -0.673 -0.04
O 1.852032 -2.879886 -1.495925 0.166 -0.424 0.420 -0.05
O -2.722951 0.936985 2.402287 -0.034 -0.369 -0.648 -0.03
N 8.320847 -3.904893 -4.171570 0.812 0.379 0.871 0.11
N 1.695540 -1.804131 -0.793406 -0.345 -0.408 -2.208 -0.07
N -3.519453 1.941804 2.259473 1.170 -0.439 1.667 -0.08
N 5.207899 -3.583401 -4.546428 -0.204 -0.022 0.105 -0.39
N 4.391773 -5.551647 -4.282842 0.346 -0.842 -0.206 0.13
C 2.886828 0.304308 -0.160991 -0.123 0.037 0.116 -0.02
C -4.214279 2.268749 4.636304 0.485 0.154 0.199 -0.13
C 6.164842 -4.488624 -4.944886 1.464 -0.823 -0.643 -0.42
C 4.022225 -1.418235 -1.472419 0.130 -0.407 0.093 -0.09
C -2.312484 3.604895 3.675379 -0.095 -0.246 0.496 -0.13
C -4.647537 1.837021 3.235181 -1.617 0.374 -0.180 -0.49
C -3.475632 3.605514 4.665553 -0.030 -0.037 -0.094 -0.17
C 4.138359 -4.268059 -4.146150 -0.352 0.505 0.230 -0.09
C 2.666844 -0.771540 -1.250757 0.780 1.223 0.916 -0.48
C -0.034315 -0.479885 0.425158 0.199 0.229 0.038 -0.03
C -5.846550 2.695402 2.765842 0.043 0.178 -0.077 -0.03
C -0.616714 -2.651215 -0.501336 0.229 -0.464 -0.214 -0.04
C 0.748905 0.373623 -2.497225 -0.001 -0.081 0.072 -0.16
C 0.251498 -1.424926 -0.754621 -1.059 0.618 1.279 -0.49
C 5.664890 -5.737793 -4.788897 -0.440 0.768 0.347 0.06
C -2.728959 3.207976 2.259719 -0.169 1.416 -0.879 -0.50
C -5.162843 0.404435 3.291994 0.352 -0.395 -0.070 -0.05
C -1.486339 3.054235 1.390593 0.217 -0.476 -0.013 -0.05
C 2.199519 -0.103302 -2.545573 -0.378 -0.078 -0.318 -0.14
C -3.531278 4.354164 1.615962 -0.246 0.012 0.069 -0.03
C -0.179407 -0.760369 -2.061544 0.378 0.128 -0.497 -0.13
H -0.588267 -3.356955 -1.329932 0.099 -0.003 0.018 0.08
H 0.648166 1.231270 -1.828095 0.015 -0.029 0.037 0.10
H -4.422623 -0.286506 3.690778 0.075 0.042 -0.105 0.08
H -0.778982 2.339239 1.808355 -0.091 -0.070 -0.002 0.07
H -4.160755 4.429746 4.450679 -0.002 -0.014 -0.034 0.10
H -0.976100 4.013384 1.314097 -0.092 0.089 0.032 0.09
H -5.876968 2.771728 1.679237 0.033 0.002 -0.009 0.09
H 3.905763 0.687785 -0.200063 0.034 -0.057 -0.128 0.08
H -5.464909 0.053847 2.303855 0.009 0.021 -0.015 0.09
H -5.094203 2.318975 5.280340 -0.090 -0.058 -0.084 0.13
H 6.165136 -6.657706 -4.990159 -0.163 -0.438 -0.013 0.15
H 2.859619 0.738583 -2.770050 0.082 -0.032 0.094 0.13
H 4.375059 -1.922779 -0.571227 -0.049 0.012 0.027 0.10
H 2.233226 1.166339 -0.275187 -0.076 -0.058 0.041 0.07
H -3.930963 4.050987 0.647435 -0.006 -0.030 0.003 0.09
H -1.651316 -2.339807 -0.372635 0.011 0.129 0.036 0.09
H -6.785687 2.240894 3.076092 0.049 -0.096 0.093 0.08
H 0.451626 0.726532 -3.486071 0.004 0.027 0.005 0.12
H 2.743577 -0.109420 0.836077 -0.036 -0.020 0.001 0.09
H -1.752073 2.728109 0.382924 -0.021 -0.015 0.006 0.09
H -1.849574 4.593207 3.650487 0.015 0.011 -0.141 0.13
H -0.303784 -3.171637 0.404313 0.012 0.006 0.008 0.10
H -3.094614 3.785306 5.672065 -0.013 0.019 0.007 0.11
H -1.545485 2.912097 4.036274 -0.031 -0.088 -0.093 0.13
H 3.989095 -2.142508 -2.276689 -0.096 -0.147 0.097 -0.01
H 0.363585 -0.886266 1.355622 0.015 -0.022 -0.004 0.10
H -1.108013 -0.356783 0.557416 -0.041 -0.085 -0.040 0.08
H -6.030871 0.360221 3.948104 -0.040 0.134 -0.003 0.09
H -1.196187 -0.382039 -1.952031 -0.033 -0.061 0.133 0.13
H 3.768649 -6.304890 -4.037892 -0.240 0.098 0.057 0.19
H -3.561563 1.501485 5.064625 0.018 -0.055 -0.113 0.13
H 0.365421 0.522685 0.293566 0.050 -0.037 -0.001 0.05
H -2.881183 5.212825 1.451499 0.115 -0.057 0.016 0.09
H 2.302759 -0.809689 -3.378827 -0.003 -0.096 0.076 0.11
H 3.243903 -3.830143 -3.749642 -0.305 0.090 0.167 0.15
H -5.843356 3.700894 3.183599 0.058 0.015 -0.065 0.07
H 4.759354 -0.663577 -1.745323 -0.097 0.140 0.062 0.07
H -0.211992 -1.511159 -2.858520 0.054 -0.078 0.067 0.12
H -4.355191 4.710578 2.227888 -0.014 -0.063 -0.016 0.06
```
Forces are in eV/Å.

* ⟨S²⟩: 2.008
* total charge: +1
* Kohn-Sham gap (alpha / beta): 0.20137 / 0.23500 Eh
* 2S+1: 3

=====

(4)
Formula: C6H8
Source: the OMol25 dataset
Level of theory: ωB97M-V/def2-TZVPD

Structure (XYZ):
```
14
Properties=species:S:1:pos:R:3:forces:R:3:lowdin_charge:R:1
C -0.536016 -0.063189 -1.225720 0.013 -0.178 -0.092 -0.24
C -1.404777 -0.985583 -0.412312 -0.113 0.474 0.065 0.03
C 0.385034 0.627638 -0.191983 -0.081 0.016 0.044 -0.35
C -1.490082 -0.270940 0.858056 -0.126 -0.037 -0.018 -0.15
C -0.550368 0.698279 0.969976 0.030 -0.187 -0.052 -0.03
C 1.460710 -0.438802 0.136807 0.172 -0.062 0.030 -0.06
H 0.949234 -1.407696 0.181300 0.204 0.141 0.055 0.08
H -0.424309 1.388846 1.803837 0.086 -0.257 -0.037 0.12
H -2.173954 -0.552205 1.653627 -0.018 0.127 -0.155 0.08
H 0.841134 1.585309 -0.473287 -0.129 -0.173 0.052 0.13
H 0.002672 -0.520938 -2.061814 -0.147 -0.059 0.170 0.10
H 1.945518 -0.280801 1.104543 0.041 0.113 -0.169 0.08
H 2.221577 -0.496913 -0.646121 -0.044 0.113 0.101 0.08
H -1.260433 0.652539 -1.647303 0.112 -0.032 0.007 0.13
```
Forces are in eV/Å.

* Kohn-Sham gap (alpha / beta): 0.28291 / 0.28293 Eh